A structure of composition C21H30CuNO2P2, computed with the ωB97M-V functional and the def2-TZVPD basis.

Results
E_HOMO (alpha / beta), eV: -10.5 / -10.5
Spin multiplicity: 2
ΔE to the lowest compared entry with this formula, charge and spin, kcal per mole: 0.0
Total charge: +1
Electronic energy, eV: -91059.743
⟨S²⟩: 0.75

```
57
Properties=species:S:1:pos:R:3:forces:R:3
Cu -0.31281 1.19271 -0.01046 1.44 -0.24 0.76
P -2.39160 0.91971 -0.38156 -1.90 0.30 -0.80
C -2.42944 1.32948 -2.18371 1.15 1.02 0.45
C -0.98522 1.40140 -2.76666 0.40 0.55 -0.23
N 0.07485 1.25978 -1.92089 -0.24 -0.38 -0.45
C 1.36045 1.35982 -2.34946 0.17 0.37 -0.09
C 1.63148 1.84797 -3.62224 0.01 -0.26 -0.09
C 0.57235 2.13677 -4.47156 -0.11 -0.11 0.16
C -0.72397 1.83588 -4.06909 -0.75 0.11 0.16
C 2.50280 0.94607 -1.42346 -0.45 0.22 -0.26
P 2.15010 -0.74596 -0.72821 0.66 -0.09 0.72
H -1.58003 2.03364 -4.71498 0.33 -0.10 0.03
H 2.66773 1.96913 -3.94021 -0.34 0.07 0.11
H 0.75373 2.60958 -5.43132 -0.05 -0.23 0.02
H 3.44022 0.85850 -1.99099 -0.36 0.44 0.06
H 2.66784 1.67408 -0.60989 -0.19 -0.25 -0.25
H -3.20079 0.71021 -2.63453 0.43 -0.20 -0.68
H -2.84190 2.37361 -2.18588 0.44 -0.82 -0.23
H -0.81731 -2.38691 -4.73888 -1.45 -2.11 -0.62
O -1.39921 -3.20578 -4.94666 0.88 2.19 1.46
H -2.02662 -3.22172 -4.18833 0.58 -0.07 -0.82
H 0.33057 -3.64267 -1.11932 -0.17 -0.34 1.59
O 0.29231 -3.73477 -0.12834 -0.13 0.21 -1.31
H -0.36082 -4.42328 0.06793 0.28 0.15 -0.27
C 3.47641 -1.68319 -1.63487 -0.27 -0.18 -0.30
H 4.29497 -0.98853 -1.91471 -0.35 -0.57 0.18
H 3.86549 -2.47855 -0.96846 -0.25 0.37 -0.48
H 3.03680 -2.13766 -2.54296 0.47 0.13 0.37
C 3.05412 -0.67782 0.89370 -0.31 -0.29 -0.24
H 2.75101 -1.62611 1.37299 0.29 0.48 0.12
H 4.14406 -0.67619 0.73942 -0.36 0.10 0.13
H 2.74050 0.17670 1.50769 0.03 -0.29 -0.08
C -3.81684 1.98824 0.03668 0.10 -0.18 0.31
H -4.60430 1.77592 -0.71499 0.27 0.16 0.57
H -4.16499 1.76668 1.05653 -0.01 0.27 -0.37
H -3.49034 3.03975 -0.05441 -0.26 -0.46 0.19
C -3.01296 -0.77719 -0.21100 -0.02 -0.18 0.11
H -3.39890 -0.87911 0.81782 0.12 -0.10 -0.45
H -3.83091 -0.93106 -0.93100 0.21 -0.10 0.29
H -2.20191 -1.51054 -0.36711 -0.38 0.30 0.05
C 1.97320 4.29144 3.79043 -0.53 -0.46 0.51
C 2.08339 4.09203 2.40550 -0.53 -0.65 -0.57
C 1.30653 3.13251 1.77495 0.23 0.40 0.20
C 0.41710 2.30997 2.51049 -0.17 0.35 1.20
C -0.37260 1.29754 1.90017 0.18 -0.54 0.06
C -1.10645 0.40918 2.65981 0.39 1.07 0.24
C -1.18616 0.58596 4.06277 0.25 0.19 0.46
C -0.50632 1.61325 4.69057 -0.10 -0.16 -0.24
C 0.33159 2.50131 3.95512 0.02 -0.46 -1.26
C 1.11297 3.52062 4.55286 0.13 0.01 -0.42
H 2.56734 5.05111 4.26787 0.12 0.14 0.08
H 2.77257 4.68323 1.81806 0.01 0.07 0.05
H 1.37829 2.99315 0.68473 0.01 0.12 0.43
H -1.63078 -0.40642 2.19626 -0.22 -0.21 -0.06
H -1.79946 -0.10139 4.64834 0.22 0.21 -0.10
H -0.57573 1.75541 5.77006 -0.06 -0.10 -0.26
H 1.02001 3.65719 5.62600 0.14 0.10 -0.10
```
Positions in Å, forces in eV/Å.



The molecule C21H30N2O3, computed with the ωB97M-V functional and the def2-TZVPD basis.

Results
E_HOMO, eV: -8.6
ΔE to the lowest compared entry with this formula, charge and spin, kcal per mole: 14.7
SMILES: COc1cccc(CN2C(=O)CC[C@@]2(C)C(=O)NC2CCCCCC2)c1
Total charge: 0
Electronic energy, eV: -31388.274

```
56
Properties=species:S:1:pos:R:3:forces:R:3
C -2.29328 3.46021 -1.19872 -0.03 0.18 0.20
O -2.13031 2.50479 -2.21989 0.06 -0.31 -0.23
C -2.23926 1.18842 -1.89989 0.01 -0.17 -0.12
C -1.94385 0.28400 -2.92243 -0.08 0.23 0.04
C -1.99307 -1.07344 -2.68408 0.05 0.10 -0.02
C -2.34480 -1.55323 -1.43275 -0.08 -0.07 0.17
C -2.66598 -0.66340 -0.41818 -0.10 -0.09 -0.17
C -3.04644 -1.19038 0.94231 -0.09 -0.13 -0.09
N -1.88850 -1.51808 1.74995 -0.12 0.29 0.10
C -1.47437 -2.79766 1.90198 0.26 -0.32 0.28
O -1.99329 -3.76337 1.38678 -0.10 -0.32 -0.18
C -0.25004 -2.79344 2.80308 0.01 -0.03 0.07
C -0.23201 -1.39080 3.40046 0.05 -0.09 -0.06
C -1.06019 -0.52987 2.41540 0.09 0.46 0.29
C -1.87226 0.52881 3.15510 0.20 -0.10 -0.18
C -0.05084 0.16780 1.46755 -0.44 -0.53 -0.01
O 0.36862 1.27869 1.72075 0.28 0.45 0.17
N 0.37022 -0.59301 0.44399 0.03 -0.34 -0.24
C 1.48182 -0.24675 -0.44011 0.07 0.35 0.25
C 1.14371 1.01928 -1.23761 0.06 0.03 -0.10
C 2.33689 1.74275 -1.86348 -0.16 -0.20 -0.11
C 3.39564 0.82805 -2.48221 0.20 0.31 0.11
C 4.47185 0.41312 -1.47979 -0.07 -0.32 -0.13
C 4.00567 -0.58741 -0.42599 0.09 0.30 0.08
C 2.78056 -0.14511 0.37200 0.07 -0.27 -0.15
C -2.60778 0.70435 -0.65069 -0.06 0.24 -0.04
H -3.31777 3.46581 -0.81205 0.04 -0.02 0.00
H -2.08065 4.42308 -1.66015 -0.03 -0.04 0.07
H -1.59186 3.29026 -0.37568 -0.03 -0.01 -0.01
H -1.67425 0.67572 -3.89062 0.05 0.05 -0.12
H -1.75645 -1.76461 -3.47919 0.02 -0.05 -0.09
H -2.38191 -2.61521 -1.24147 -0.03 -0.15 0.04
H -3.66676 -0.46773 1.47723 0.02 -0.06 -0.02
H -3.60190 -2.12653 0.83085 0.02 0.18 0.05
H -0.32764 -3.58170 3.54995 -0.02 -0.03 -0.09
H 0.63288 -2.99758 2.19399 -0.03 -0.03 -0.02
H 0.77373 -0.99185 3.52496 -0.03 0.05 0.04
H -0.72129 -1.38883 4.37539 -0.03 0.04 -0.02
H -1.19227 1.13805 3.74386 0.00 0.06 0.02
H -2.38512 1.18704 2.45945 -0.08 0.13 -0.01
H -2.59984 0.05896 3.81301 -0.06 -0.09 0.04
H -0.10799 -1.46182 0.26862 -0.04 0.14 0.00
H 1.57483 -1.09226 -1.12935 0.00 0.04 0.07
H 0.43561 0.73991 -2.01987 0.01 0.03 0.04
H 0.64233 1.71524 -0.56530 -0.09 -0.04 -0.04
H 2.81821 2.37446 -1.11536 0.03 0.10 0.01
H 1.93954 2.40798 -2.63313 0.02 0.08 0.05
H 3.88902 1.36708 -3.29469 -0.04 -0.08 -0.06
H 2.92441 -0.05460 -2.91722 -0.02 -0.10 -0.14
H 4.84707 1.30986 -0.98105 0.06 0.05 0.00
H 5.30987 -0.03224 -2.02237 0.07 0.06 0.03
H 3.78602 -1.54364 -0.90868 0.02 -0.09 0.01
H 4.83164 -0.75696 0.26916 0.01 -0.09 -0.02
H 2.90585 0.86870 0.74845 0.01 0.06 0.10
H 2.68404 -0.80473 1.23894 -0.02 0.05 0.01
H -2.85806 1.38382 0.14877 -0.02 0.11 0.10
```
Positions in Å, forces in eV/Å.



The ion C21H30N3O4S with charge +1, computed with the ωB97M-V functional and the def2-TZVPD basis.

Results
E_HOMO, eV: -10.8
ΔE to the lowest compared entry with this formula, charge and spin, kcal per mole: 1.8
SMILES: CC[NH+](CC)S(=O)(=O)c1ccc(C)c(NC(=O)CNCc2ccccc2OC)c1
Total charge: +1
Electronic energy, eV: -45753.318

```
59
Properties=species:S:1:pos:R:3:forces:R:3
C -1.87156 -2.28367 5.36304 0.05 0.05 -0.13
C -1.31714 -2.19649 3.95137 0.13 -0.67 0.49
N -1.85509 -1.05252 3.18136 -0.60 -0.22 -0.42
C -1.72738 0.27581 3.80140 0.16 0.77 0.38
C -0.27212 0.69730 3.93908 -0.13 -0.19 -0.09
S -3.70333 -1.36498 2.80872 0.37 0.43 -0.33
O -3.73392 -2.75084 2.51204 0.11 -0.17 -0.31
O -4.38739 -0.83420 3.93230 -0.11 0.39 -0.06
C -3.77135 -0.33013 1.37226 0.15 -0.55 0.40
C -4.48334 0.84606 1.26834 -0.15 0.13 0.11
C -4.22447 1.66324 0.17374 -0.04 -0.15 0.17
C -3.17556 1.40773 -0.70324 0.17 -0.29 0.05
C -2.81266 2.36801 -1.78704 -0.02 0.00 -0.01
C -2.42746 0.23144 -0.52347 -0.46 -0.09 0.66
N -1.20700 -0.00556 -1.14485 -0.16 0.05 -0.36
C -0.13327 -0.42725 -0.43009 0.02 0.16 -0.25
O -0.17531 -0.73678 0.75337 0.31 -0.17 0.32
C 1.12667 -0.47061 -1.27129 0.11 0.03 0.00
N 0.95864 0.34018 -2.46750 0.12 0.16 0.03
C 1.58615 -0.21517 -3.66601 0.15 0.08 -0.15
C 3.07165 -0.44093 -3.53638 -0.15 0.15 0.03
C 3.61900 -1.70762 -3.64540 0.00 0.16 0.00
C 4.98403 -1.90950 -3.52773 0.16 -0.08 0.01
C 5.81227 -0.82911 -3.29296 -0.05 -0.16 -0.03
C 5.28683 0.44692 -3.17215 -0.11 0.37 0.04
C 3.91879 0.65001 -3.28941 0.03 -0.22 0.00
O 3.30424 1.86996 -3.16656 -0.17 -0.46 -0.10
C 4.11130 3.02232 -3.07682 0.17 0.31 0.05
C -2.81234 -0.68465 0.44577 -0.11 0.09 -0.41
H -2.95679 -2.24196 5.35495 -0.07 -0.04 0.14
H -1.48737 -1.49286 6.00154 0.00 0.07 0.08
H -1.57286 -3.23423 5.79640 0.03 -0.05 0.01
H -1.59840 -3.09380 3.39555 0.17 0.13 -0.02
H -0.22705 -2.12467 3.96560 -0.11 0.10 -0.18
H -1.33803 -1.01660 2.27962 -0.24 0.01 -0.03
H -2.23694 0.26020 4.76506 -0.01 -0.03 -0.14
H -2.25686 0.97910 3.15292 0.01 -0.08 0.04
H -0.22398 1.73854 4.24303 -0.03 0.08 0.04
H 0.24649 0.10547 4.68735 0.08 -0.05 0.08
H 0.24149 0.59038 2.98610 0.10 0.03 -0.07
H -5.21350 1.11256 2.01419 -0.11 0.09 0.09
H -4.80686 2.56210 0.04311 -0.05 0.10 -0.01
H -3.48274 3.22201 -1.78829 -0.01 0.06 -0.04
H -2.87076 1.88208 -2.76011 0.01 0.03 -0.11
H -1.79221 2.72553 -1.65443 0.09 0.05 -0.02
H -0.94909 0.35140 -2.06860 -0.01 -0.03 0.14
H 1.98328 -0.19649 -0.64335 -0.14 -0.04 -0.04
H 1.27085 -1.51823 -1.55945 0.02 0.05 0.06
H 1.35107 1.26585 -2.32036 -0.03 -0.12 0.03
H 1.39373 0.49474 -4.47490 -0.05 -0.14 0.00
H 1.08574 -1.15811 -3.90304 0.06 0.07 -0.08
H 2.96686 -2.54688 -3.84094 -0.09 -0.08 -0.02
H 5.39479 -2.90207 -3.62289 0.05 -0.09 -0.01
H 6.87810 -0.97082 -3.20263 0.10 -0.01 0.01
H 5.95319 1.27440 -2.98952 0.05 0.10 0.02
H 3.42264 3.86605 -3.08480 0.10 -0.03 0.01
H 4.68932 3.03666 -2.14759 -0.02 -0.01 -0.06
H 4.78910 3.10230 -3.93040 -0.02 -0.02 0.03
H -2.34211 -1.65159 0.50396 0.16 -0.03 -0.03
```
Positions in Å, forces in eV/Å.



A structure of composition C21H30N9RhSeTe, computed with the ωB97M-V functional and the def2-TZVPD basis.

Results
E_HOMO (alpha / beta), eV: -13.9 / -13.9
Spin multiplicity: 5
ΔE to the lowest compared entry with this formula, charge and spin, kcal per mole: 0.1
Total charge: +2
Electronic energy, eV: -111307.520
⟨S²⟩: 6.02

```
63
Properties=species:S:1:pos:R:3:forces:R:3
Rh -0.30951 -0.33212 0.08008 -0.17 -0.46 0.24
C 0.01748 3.97558 -1.28776 0.11 0.03 0.01
N 1.38185 3.49301 -1.06580 -0.13 0.13 -0.19
C 2.50624 3.96998 -1.70477 -0.13 0.00 0.09
C 3.56152 3.28997 -1.20673 -0.02 -0.06 0.13
N 3.06670 2.40982 -0.26793 0.20 -0.10 -0.03
C 3.86694 1.44299 0.48379 -0.03 0.12 -0.04
C 1.73487 2.53960 -0.19494 0.06 -0.03 0.01
Se 0.59722 1.69835 1.04931 0.05 0.36 0.07
H 0.00427 4.54539 -2.21191 0.01 0.00 -0.01
H -0.29666 4.61086 -0.46270 0.01 -0.01 0.02
H -0.65609 3.12732 -1.36992 0.00 -0.02 -0.01
H 2.46041 4.75208 -2.44217 -0.03 -0.02 0.00
H 4.61131 3.36142 -1.43182 -0.01 -0.02 0.03
H 4.91205 1.72412 0.39707 0.01 0.00 0.00
H 3.72234 0.44287 0.07870 -0.01 -0.01 -0.01
H 3.57336 1.46165 1.52928 -0.01 0.01 0.02
C -2.62528 0.48060 2.03766 -0.07 0.00 -0.04
N -3.79218 0.16587 2.82125 -0.03 -0.10 -0.07
C -3.53132 -1.03562 3.62242 0.01 -0.01 -0.04
N -3.20892 -2.18818 2.76956 -0.07 0.11 -0.07
C -2.04169 -1.87426 1.98675 -0.13 0.03 0.04
N -2.24999 -0.65458 1.12200 0.25 -0.15 0.15
C -3.43999 -0.93184 0.24914 -0.02 0.03 0.00
N -4.60994 -1.24710 1.02753 0.03 0.03 0.11
C -4.91322 -0.11416 1.91407 0.05 -0.04 0.00
C -4.33691 -2.42711 1.85792 0.04 0.04 0.01
H -1.77714 0.68639 2.69347 0.02 -0.03 0.03
H -2.82022 1.35868 1.41997 0.04 0.02 -0.02
H -4.41616 -1.26744 4.21200 -0.01 0.00 0.02
H -2.69893 -0.84497 4.30136 0.01 0.00 0.00
H -1.80004 -2.71417 1.33252 0.03 -0.01 -0.02
H -1.19627 -1.67643 2.64927 0.02 0.02 0.00
H -3.19496 -1.77033 -0.40791 0.01 -0.02 0.01
H -3.63071 -0.04052 -0.35325 0.02 0.01 -0.02
H -5.79511 -0.35488 2.50437 -0.02 0.01 0.00
H -5.12450 0.77107 1.31356 0.00 0.01 -0.01
H -4.10843 -3.27874 1.21588 0.00 -0.01 -0.01
H -5.22393 -2.66027 2.44354 -0.01 -0.01 0.01
N 3.04022 -3.56950 2.98624 -0.02 0.04 -0.07
C 2.32978 -3.42058 1.85268 0.10 -0.11 0.14
C 1.61567 -2.23850 1.56858 -0.02 0.06 -0.02
N 0.91918 -2.12786 0.44652 -0.09 0.08 -0.16
C 0.90510 -3.15260 -0.41766 0.02 0.01 0.05
C 1.61558 -4.30344 -0.12019 0.08 -0.07 0.09
N 2.31860 -4.44289 0.99356 -0.10 0.03 -0.14
H 3.10586 -2.84921 3.68126 -0.03 -0.01 0.01
H 3.51273 -4.44343 3.14624 0.01 -0.01 -0.01
H 1.61537 -1.39819 2.25259 0.00 0.01 -0.02
H 0.33502 -3.04789 -1.32953 -0.01 0.01 0.00
H 1.61462 -5.14100 -0.80751 0.00 0.00 0.01
Te -1.09091 -0.21361 -2.45331 -0.02 0.20 -0.28
C 0.54367 0.76421 -3.29775 -0.09 -0.11 0.08
C 1.83226 0.44091 -2.86741 0.11 0.13 -0.05
C 2.92277 0.99454 -3.52079 -0.05 -0.06 0.01
C 2.72762 1.88087 -4.57486 0.00 -0.01 0.00
C 1.44319 2.21253 -4.98619 -0.01 0.01 -0.01
C 0.34245 1.64596 -4.35873 0.05 -0.05 -0.06
H 1.98544 -0.26077 -2.05439 -0.02 0.00 0.01
H 3.92600 0.71629 -3.22298 0.00 0.02 -0.01
H 3.58191 2.30451 -5.08662 0.00 -0.01 -0.01
H 1.29559 2.88549 -5.82087 0.01 0.01 0.02
H -0.65621 1.86927 -4.71374 0.01 0.00 0.01
```
Positions in Å, forces in eV/Å.